{"formula": "C24H66F4N8O14PbS4", "method": "wB97M-V/def2-TZVPD", "species": ["Pb", "N", "S", "O", "O", "F", "S", "O", "O", "F", "N", "S", "O", "O", "F", "S", "O", "O", "F", "C", "C", "C", "O", "C", "N", "H", "H", "H", "H", "H", "H", "H", "H", "H", "H", "H", "C", "C", "C", "O", "C", "N", "H", "H", "H", "H", "H", "H", "H", "H", "H", "H", "H", "C", "C", "C", "O", "C", "N", "H", "H", "H", "H", "H", "H", "H", "H", "H", "H", "H", "C", "C", "C", "O", "C", "N", "H", "H", "H", "H", "H", "H", "H", "H", "H", "H", "H", "C", "C", "C", "O", "C", "N", "H", "H", "H", "H", "H", "H", "H", "H", "H", "H", "H", "C", "C", "C", "O", "C", "N", "H", "H", "H", "H", "H", "H", "H", "H", "H", "H", "H"], "positions_angstrom": [[-1.825, 6.144, 8.370], [0.311, 7.434, 8.313], [0.908, 8.462, 9.343], [1.118, 9.798, 8.829], [1.839, 7.998, 10.342], [-0.521, 8.628, 10.112], [1.807, 6.924, 7.701], [2.511, 5.885, 8.404], [2.517, 7.851, 6.905], [1.115, 5.958, 6.592], [-2.955, 5.631, 10.509], [-3.439, 6.347, 11.966], [-3.037, 5.690, 13.175], [-4.749, 6.967, 11.953], [-2.541, 7.656, 11.863], [-3.817, 4.325, 10.743], [-5.227, 4.363, 10.469], [-3.187, 3.363, 11.613], [-3.325, 3.660, 9.335], [-12.243, 8.161, 11.237], [-10.904, 8.827, 10.867], [-9.771, 8.006, 11.468], [-8.626, 8.843, 11.623], [-7.585, 8.132, 12.224], [-10.932, 9.042, 9.398], [-12.494, 8.073, 12.295], [-12.270, 7.146, 10.812], [-13.084, 8.602, 10.698], [-10.963, 9.836, 11.278], [-9.569, 7.118, 10.863], [-10.104, 7.703, 12.464], [-6.729, 8.806, 12.311], [-7.219, 7.274, 11.648], [-7.716, 7.744, 13.244], [-11.484, 9.856, 9.178], [-11.390, 8.237, 8.987], [-0.848, 2.122, 6.065], [-1.220, 3.169, 7.122], [-0.178, 3.160, 8.251], [-0.228, 4.352, 9.009], [0.440, 4.394, 10.264], [-1.275, 4.502, 6.459], [-0.411, 2.550, 5.169], [-1.667, 1.426, 5.869], [-0.141, 1.393, 6.481], [-2.160, 2.939, 7.625], [0.808, 3.037, 7.793], [-0.436, 2.286, 8.853], [0.292, 5.385, 10.694], [1.513, 4.248, 10.138], [0.055, 3.650, 10.964], [-0.365, 4.706, 6.058], [-1.855, 4.324, 5.641], [-7.940, 3.123, 9.564], [-9.041, 2.181, 9.123], [-10.371, 2.524, 9.777], [-11.461, 1.704, 9.414], [-11.244, 0.323, 9.507], [-9.110, 2.281, 7.650], [-8.316, 4.155, 9.539], [-7.017, 3.113, 8.991], [-7.717, 3.055, 10.633], [-8.684, 1.162, 9.311], [-10.633, 3.556, 9.530], [-10.304, 2.593, 10.870], [-12.224, -0.115, 9.299], [-10.900, -0.019, 10.488], [-10.595, -0.063, 8.711], [-8.307, 1.824, 7.234], [-9.908, 1.788, 7.260], [-6.209, 6.405, 6.383], [-4.856, 6.810, 6.985], [-4.903, 7.656, 8.250], [-3.603, 8.057, 8.624], [-3.673, 9.191, 9.501], [-4.148, 5.545, 7.298], [-6.888, 7.256, 6.246], [-6.863, 5.675, 6.861], [-6.009, 6.043, 5.371], [-4.345, 7.476, 6.288], [-5.417, 7.207, 9.114], [-5.536, 8.538, 8.083], [-2.700, 9.380, 9.955], [-4.321, 8.975, 10.349], [-3.864, 10.120, 8.966], [-4.718, 4.887, 7.817], [-3.977, 5.132, 6.384], [0.891, 3.703, 16.244], [-0.262, 4.497, 15.639], [0.130, 5.845, 15.033], [0.806, 5.593, 13.811], [1.317, 6.732, 13.161], [-1.079, 3.706, 14.707], [1.427, 4.152, 17.078], [1.676, 3.579, 15.484], [0.605, 2.669, 16.435], [-0.943, 4.729, 16.467], [0.823, 6.403, 15.678], [-0.767, 6.435, 14.806], [2.045, 7.244, 13.803], [0.564, 7.458, 12.839], [1.875, 6.334, 12.316], [-0.441, 3.530, 13.929], [-1.721, 4.386, 14.304], [-3.729, 12.585, 10.571], [-3.427, 12.545, 12.084], [-2.998, 11.139, 12.505], [-2.370, 11.198, 13.782], [-1.731, 10.023, 14.204], [-2.446, 13.598, 12.442], [-2.794, 12.250, 10.117], [-4.003, 13.563, 10.189], [-4.551, 11.868, 10.536], [-4.321, 12.846, 12.635], [-2.250, 10.672, 11.842], [-3.741, 10.331, 12.551], [-1.298, 10.276, 15.168], [-0.994, 9.645, 13.485], [-2.456, 9.203, 14.305], [-1.960, 13.269, 13.277], [-1.709, 13.498, 11.739]], "mulliken_charge": [1.979, -0.035, 0.982, -0.645, -0.579, -0.267, 0.806, -0.567, -0.570, -0.348, 0.273, 0.233, -0.556, -0.501, 0.054, 0.651, -0.470, -0.632, -0.296, -1.492, 0.463, -0.526, -0.350, -0.408, -0.673, 0.389, 0.309, 0.414, 0.324, 0.110, 0.323, 0.096, 0.178, 0.327, 0.267, 0.273, -1.437, 0.779, -1.123, 0.395, -1.063, -0.616, 0.356, 0.409, 0.391, -0.027, 0.464, 0.382, -0.013, 0.377, 0.514, 0.188, 0.305, -1.352, 0.864, -0.764, -0.385, -0.676, -0.706, 0.154, 0.190, 0.407, 0.222, 0.354, 0.360, 0.262, 0.310, 0.255, 0.240, 0.258, -1.581, 0.313, -0.725, -0.034, -1.098, -0.142, 0.428, 0.350, 0.424, 0.174, 0.160, 0.527, 0.004, 0.404, 0.567, -0.058, 0.268, -1.611, 0.405, -0.493, -0.203, -0.781, -0.712, 0.386, 0.284, 0.394, 0.374, 0.442, 0.161, 0.416, 0.156, 0.267, 0.333, 0.335, -1.159, 0.141, 0.561, -0.515, -0.572, -0.757, 0.297, 0.415, 0.216, 0.326, -0.464, 0.169, 0.372, 0.165, 0.228, 0.332, 0.301], "total_energy_ev": -125996.84362, "e_lumo_ev": -1.01, "largest_force_ev_per_a": 6.33}